(1)
{
  "formula": "C9H17BFLiN4OSi",
  "method": "the ωB97M-V functional and the def2-TZVPD basis",
  "lumo_ev": 5.6,
  "max_force_ev_per_a": 0.2,
  "charge": -2,
  "multiplicity": 1,
  "total_energy_ev": -29098.8708,
  "species": ["Li", "B", "N", "C", "C", "C", "N", "N", "C", "C", "C", "N", "H", "H", "H", "H", "H", "H", "H", "H", "F", "C", "Si", "C", "C", "O", "H", "H", "H", "H", "H", "H", "H", "H", "H"],
  "positions_angstrom": [[0.04, 0.10, -0.53], [-1.82, -0.74, 2.69], [-0.72, -1.69, 2.15], [-0.07, -2.64, 2.84], [0.67, -3.40, 1.96], [0.41, -2.79, 0.71], [-0.43, -1.78, 0.84], [-1.48, 0.74, 2.36], [-1.58, 1.79, 3.20], [-1.38, 2.95, 2.48], [-1.16, 2.49, 1.17], [-1.23, 1.17, 1.11], [-1.82, -0.84, 3.91], [-2.90, -1.04, 2.23], [-0.18, -2.70, 3.91], [1.34, -4.22, 2.18], [0.82, -3.02, -0.26], [-1.77, 1.62, 4.25], [-1.37, 3.96, 2.85], [-0.92, 3.04, 0.27], [-0.62, 0.13, -2.15], [4.26, 1.89, 0.84], [2.88, 0.61, 1.23], [2.21, 1.16, 2.93], [3.84, -0.99, 1.58], [1.80, 0.50, 0.10], [5.00, 1.95, 1.65], [3.82, 2.88, 0.70], [4.78, 1.61, -0.08], [3.01, 1.26, 3.68], [1.48, 0.43, 3.29], [1.69, 2.12, 2.84], [4.61, -0.86, 2.35], [4.33, -1.35, 0.67], [3.15, -1.78, 1.90]],
  "nbo_charge": [0.916, 0.220, -0.309, -0.049, -0.405, -0.067, -0.270, -0.307, -0.049, -0.405, -0.069, -0.270, -0.093, -0.073, 0.196, 0.197, 0.198, 0.195, 0.195, 0.199, -0.968, -1.131, 1.917, -1.148, -1.143, -1.364, 0.191, 0.211, 0.208, 0.190, 0.231, 0.225, 0.191, 0.208, 0.231]
}

(2)
{
  "formula": "C9H17Cl2NO2Sn",
  "method": "the ωB97M-V functional and the def2-TZVPD basis",
  "lumo_ev": [-0.2, -0.2],
  "max_force_ev_per_a": 8.5,
  "charge": 0,
  "multiplicity": 1,
  "relative_energy_kcal_mol": 112.8,
  "total_energy_ev": -46066.0883,
  "species": ["Sn", "Cl", "Cl", "C", "H", "H", "C", "C", "H", "C", "H", "C", "H", "H", "C", "H", "H", "C", "H", "H", "H", "H", "N", "C", "C", "O", "O", "H", "H", "H", "H", "H"],
  "positions_angstrom": [[0.80, -0.62, -0.07], [0.02, -2.71, -0.51], [1.57, -1.01, 2.24], [2.58, -0.08, -0.77], [2.98, 0.93, -0.59], [3.00, -0.72, -1.58], [-0.48, 1.05, -1.30], [0.59, 0.53, -1.89], [-0.33, 1.82, -0.52], [0.49, -0.59, -3.02], [1.54, 1.22, -2.04], [-0.81, -0.38, -3.78], [1.39, -0.53, -3.65], [0.50, -1.60, -2.56], [-1.98, -0.33, -2.83], [-0.75, 0.57, -4.32], [-0.91, -1.16, -4.53], [-1.85, 0.83, -1.82], [-2.90, -0.17, -3.38], [-2.08, -1.28, -2.30], [-2.17, 1.75, -2.32], [-2.52, 0.70, -0.98], [-0.99, -1.21, 3.44], [-1.10, 0.29, 3.33], [-0.85, 0.68, 1.88], [-0.43, 1.80, 1.57], [-1.03, -0.34, 1.06], [-1.65, -1.65, 2.70], [-1.29, -1.45, 4.43], [0.10, -1.40, 3.26], [-2.11, 0.62, 3.62], [-0.36, 0.77, 3.98]],
  "nbo_charge": [1.880, -0.467, -0.520, -1.250, 0.223, 0.233, -0.396, -0.306, 0.265, -0.442, 0.258, -0.400, 0.228, 0.225, -0.402, 0.194, 0.212, -0.421, 0.210, 0.207, 0.210, 0.216, -0.756, -0.341, 0.782, -0.623, -0.833, 0.467, 0.418, 0.444, 0.232, 0.251]
}

(3)
{
  "formula": "C9H17Li3O9P",
  "method": "the ωB97M-V functional and the def2-TZVPD basis",
  "lumo_ev": 2.4,
  "max_force_ev_per_a": 2.3,
  "charge": -1,
  "multiplicity": 1,
  "relative_energy_kcal_mol": 0.0,
  "total_energy_ev": -37952.3667,
  "species": ["Li", "Li", "Li", "P", "O", "O", "O", "O", "O", "C", "O", "O", "H", "C", "C", "C", "O", "C", "H", "H", "H", "H", "H", "H", "H", "H", "C", "C", "C", "O", "C", "H", "H", "H", "H", "H", "H", "H", "H"],
  "positions_angstrom": [[30.40, -6.04, -7.08], [30.80, -8.51, -5.35], [28.56, -6.90, -4.85], [30.91, -6.14, -4.72], [29.73, -5.41, -5.42], [31.82, -5.39, -3.80], [31.70, -6.87, -5.87], [30.21, -7.34, -3.94], [27.87, -8.92, -8.24], [28.76, -8.09, -7.60], [29.06, -8.37, -6.42], [29.17, -7.11, -8.26], [27.73, -8.49, -9.08], [25.77, -3.55, -5.42], [24.92, -4.66, -6.07], [25.97, -5.69, -6.49], [26.98, -5.59, -5.52], [27.17, -4.19, -5.29], [25.35, -3.23, -4.47], [25.83, -2.66, -6.05], [24.30, -4.30, -6.90], [24.25, -5.11, -5.33], [26.37, -5.47, -7.49], [25.56, -6.70, -6.52], [27.87, -3.79, -6.02], [27.64, -4.08, -4.32], [24.89, -8.29, -3.67], [25.47, -7.88, -2.31], [26.80, -7.26, -2.70], [27.23, -7.99, -3.84], [26.15, -8.71, -4.43], [24.42, -7.43, -4.16], [24.15, -9.09, -3.61], [25.63, -8.76, -1.68], [24.86, -7.17, -1.75], [27.57, -7.34, -1.94], [26.69, -6.21, -2.97], [26.35, -9.78, -4.29], [26.13, -8.51, -5.50]],
  "nbo_charge": [0.920, 0.935, 0.870, 2.466, -1.352, -1.201, -1.371, -1.368, -0.727, 0.974, -0.830, -0.831, 0.479, -0.441, -0.427, -0.068, -0.544, -0.072, 0.202, 0.202, 0.204, 0.194, 0.169, 0.184, 0.199, 0.215, -0.434, -0.427, -0.071, -0.545, -0.064, 0.198, 0.209, 0.199, 0.209, 0.211, 0.169, 0.171, 0.194]
}

(4)
{
  "formula": "C9H17N3",
  "method": "the ωB97M-V functional and the def2-TZVPD basis",
  "lumo_ev": -8.5,
  "smiles": "C/C=N/C=[NH+]\\C=[NH+]/C(C)=C(C)C",
  "max_force_ev_per_a": 3.8,
  "charge": 2,
  "multiplicity": 1,
  "relative_energy_kcal_mol": 62.3,
  "total_energy_ev": -14058.6138,
  "species": ["C", "C", "N", "C", "N", "C", "N", "C", "C", "C", "C", "C", "H", "H", "H", "H", "H", "H", "H", "H", "H", "H", "H", "H", "H", "H", "H", "H", "H"],
  "positions_angstrom": [[0.26, -2.11, 0.56], [-0.44, -1.22, -0.46], [-1.73, -1.30, -0.36], [-2.76, -0.82, 0.15], [-2.90, 0.60, 0.51], [-1.99, 1.58, 0.66], [-0.69, 1.51, 0.37], [0.21, 0.74, -0.57], [0.00, 1.04, -2.02], [1.38, 0.30, 0.11], [2.54, -0.13, -0.73], [1.62, 0.43, 1.55], [0.38, -1.74, 1.50], [1.24, -2.45, 0.10], [-0.43, -2.99, 0.61], [-0.19, -1.41, -1.45], [-3.74, -1.35, 0.37], [-3.83, 0.83, 0.91], [-2.24, 2.29, 1.40], [-0.05, 2.09, 0.90], [0.53, 1.88, -2.32], [-1.01, 1.19, -2.19], [0.46, 0.31, -2.67], [2.16, -0.84, -1.58], [2.89, 0.88, -1.00], [3.20, -0.70, -0.09], [1.54, -0.55, 2.10], [0.88, 1.15, 1.91], [2.71, 0.81, 1.72]],
  "nbo_charge": [-0.650, 0.186, -0.371, 0.346, -0.566, 0.431, -0.524, 0.079, -0.655, 0.320, -0.686, -0.710, 0.225, 0.259, 0.284, 0.231, 0.265, 0.461, 0.254, 0.440, 0.267, 0.244, 0.261, 0.254, 0.288, 0.260, 0.293, 0.205, 0.310]
}

(5)
{
  "formula": "C9H17N4S2SiW",
  "method": "the ωB97M-V functional and the def2-TZVPD basis",
  "lumo_ev": [-13.6, -12.5],
  "max_force_ev_per_a": 0.6,
  "charge": 3,
  "multiplicity": 3,
  "total_energy_ev": -46913.7997,
  "species": ["W", "C", "Si", "C", "C", "C", "C", "C", "C", "N", "C", "S", "H", "H", "H", "H", "H", "H", "H", "H", "H", "H", "H", "H", "N", "N", "C", "N", "S", "H", "H", "H", "H", "H"],
  "positions_angstrom": [[-0.25, 0.85, -2.13], [1.12, 0.15, 3.43], [0.50, -1.49, 2.80], [-0.43, -2.47, 4.07], [1.77, -2.50, 1.89], [-0.84, -1.01, 1.44], [-2.20, -1.32, 1.58], [-3.16, -0.96, 0.64], [-2.78, -0.28, -0.50], [-1.49, 0.04, -0.69], [-0.56, -0.32, 0.27], [1.00, 0.26, -0.27], [1.82, -0.03, 4.25], [0.29, 0.74, 3.84], [1.64, 0.75, 2.69], [0.28, -2.77, 4.85], [-0.86, -3.39, 3.67], [-1.21, -1.89, 4.57], [2.52, -2.85, 2.61], [2.33, -1.96, 1.12], [1.32, -3.39, 1.44], [-2.53, -1.86, 2.47], [-4.20, -1.21, 0.79], [-3.49, 0.03, -1.26], [1.25, 0.99, -3.84], [1.23, 2.18, -4.60], [0.54, 3.23, -4.16], [0.55, 4.37, -4.80], [-0.40, 3.12, -2.68], [2.19, 0.87, -3.45], [1.12, 0.21, -4.50], [1.84, 2.23, -5.41], [1.08, 4.52, -5.65], [0.02, 5.16, -4.46]],
  "mulliken_spin": [2.687, -0.005, -0.002, 0.001, -0.007, -0.041, 0.036, -0.078, -0.047, -0.041, -0.042, -0.476, 0.000, 0.001, 0.000, 0.000, 0.000, 0.000, 0.000, 0.002, 0.001, 0.000, -0.001, -0.001, 0.009, 0.007, 0.020, 0.002, -0.028, 0.004, -0.001, 0.000, 0.002, 0.000]
}

(6)
{
  "formula": "C9H17N6O14P2PtS2",
  "method": "the ωB97M-V functional and the def2-TZVPD basis",
  "lumo_ev": [-6.7, -6.7],
  "max_force_ev_per_a": 2.8,
  "charge": 1,
  "multiplicity": 1,
  "relative_energy_kcal_mol": 37.3,
  "total_energy_ev": -90701.7599,
  "species": ["Pt", "O", "S", "O", "O", "C", "C", "C", "C", "C", "C", "S", "O", "O", "O", "H", "H", "H", "H", "N", "C", "C", "P", "O", "O", "O", "P", "O", "O", "O", "H", "H", "H", "H", "H", "H", "H", "H", "N", "N", "C", "N", "N", "N", "O", "O", "H", "H", "H", "H", "H"],
  "positions_angstrom": [[0.47, 0.52, -0.49], [-1.86, -1.12, -2.76], [-0.53, -1.43, -2.35], [0.09, -2.65, -2.75], [-0.29, -1.24, -0.84], [0.54, -0.09, -2.92], [1.78, -0.51, -3.46], [2.43, 0.25, -4.38], [1.86, 1.47, -4.82], [0.69, 1.96, -4.25], [0.05, 1.23, -3.28], [-1.21, 2.08, -2.38], [-0.61, 3.35, -2.05], [-2.46, 2.07, -3.05], [-1.27, 1.20, -1.11], [2.14, -1.50, -3.19], [3.35, -0.08, -4.83], [2.37, 2.05, -5.57], [0.32, 2.94, -4.53], [4.26, -1.31, 2.76], [3.22, -0.44, 2.09], [3.69, 1.01, 2.18], [1.51, -0.69, 2.74], [1.80, -1.94, 3.71], [1.02, 0.53, 3.44], [0.73, -1.09, 1.52], [3.29, -1.02, 0.33], [2.69, -2.49, 0.35], [4.73, -1.07, 0.04], [2.40, -0.08, -0.53], [4.63, -0.89, 3.62], [5.02, -1.44, 2.06], [3.86, -2.23, 2.99], [3.71, 1.36, 3.21], [3.00, 1.65, 1.63], [4.67, 1.12, 1.72], [1.01, -2.37, 4.06], [1.72, -2.48, 0.43], [-0.58, 1.24, 1.28], [-0.53, 2.64, 1.24], [0.44, 3.22, 0.52], [0.55, 4.53, 0.56], [1.27, 2.33, -0.11], [2.16, 2.92, -1.08], [2.39, 2.27, -2.05], [2.62, 4.01, -0.82], [-1.53, 0.89, 1.18], [-0.08, 0.88, 2.14], [-1.36, 3.16, 1.51], [-0.20, 5.08, 0.95], [1.25, 4.97, -0.02]],
  "nbo_charge": [1.637, -0.884, 2.417, -0.893, -0.885, -0.489, -0.079, -0.203, -0.043, -0.248, -0.126, 2.392, -0.975, -0.847, -0.905, 0.272, 0.251, 0.243, 0.261, -0.692, -0.647, -0.639, 2.380, -1.024, -1.132, -1.221, 2.417, -0.997, -1.107, -1.085, 0.435, 0.474, 0.462, 0.235, 0.243, 0.241, 0.531, 0.545, -0.536, -0.420, 0.681, -0.724, -0.510, 0.663, -0.313, -0.388, 0.438, 0.477, 0.430, 0.424, 0.459]
}

(7)
{
  "formula": "C9H17NO",
  "method": "the ωB97M-V functional and the def2-TZVPD basis",
  "lumo_ev": 0.7,
  "smiles": "C=C(C)C(C)C.COCC#N",
  "max_force_ev_per_a": 4.0,
  "charge": 0,
  "multiplicity": 1,
  "relative_energy_kcal_mol": 39.0,
  "total_energy_ev": -13144.5671,
  "species": ["C", "C", "C", "C", "C", "C", "H", "H", "H", "H", "H", "H", "H", "H", "H", "H", "H", "H", "C", "O", "C", "C", "N", "H", "H", "H", "H", "H"],
  "positions_angstrom": [[-1.92, 1.83, -0.56], [-2.23, 0.70, 0.07], [-3.30, 0.64, 1.17], [-1.59, -0.58, -0.37], [-2.60, -1.62, -0.90], [-0.68, -1.13, 0.72], [-2.37, 2.78, -0.26], [-1.12, 1.82, -1.32], [-2.90, 0.23, 2.11], [-4.11, -0.04, 0.87], [-3.76, 1.63, 1.36], [-0.91, -0.30, -1.23], [-3.27, -1.98, -0.10], [-2.05, -2.49, -1.28], [-3.23, -1.21, -1.70], [0.10, -0.39, 0.99], [-0.17, -2.04, 0.37], [-1.23, -1.38, 1.63], [4.42, 1.42, 0.19], [3.05, 1.11, 0.02], [2.87, -0.10, -0.70], [3.51, -1.21, -0.04], [4.04, -1.94, 0.71], [4.99, 1.38, -0.76], [4.48, 2.44, 0.60], [4.92, 0.74, 0.90], [3.25, 0.00, -1.73], [1.80, -0.30, -0.75]],
  "nbo_charge": [-0.413, 0.040, -0.654, -0.255, -0.604, -0.607, 0.197, 0.193, 0.217, 0.215, 0.221, 0.192, 0.203, 0.211, 0.215, 0.213, 0.210, 0.207, -0.270, -0.502, -0.180, 0.241, -0.296, 0.169, 0.204, 0.188, 0.208, 0.238]
}